24
Properties=species:S:1:pos:R:3:forces:R:3:lowdin_charge:R:1 method="wB97M-V/def2-TZVPD" spin_multiplicity=1 gap_ha=0.265 de_lowest_kcal_mol=370.2 total_energy_ha=-610.992656
O 0.1884 0.2230 -0.3926 -2.972 3.637 -0.839 -0.030
H -0.2929 -0.3957 -0.9419 -1.241 1.490 -0.596 0.059
H -0.3956 0.3924 0.3466 2.071 -0.614 -1.851 -0.132
O 1.0870 -1.3853 -2.5463 2.410 0.014 -3.174 -0.019
H 0.5525 -1.5129 -1.7625 2.618 2.141 -3.570 -0.191
H 0.8489 -2.1133 -3.1203 0.014 -0.044 -0.530 0.051
O 1.4763 -1.2711 0.1925 4.863 -3.475 3.424 -0.064
H 1.6255 -0.7187 0.9600 0.513 0.206 0.041 0.037
H 0.6663 -0.9350 -0.1912 2.804 -0.461 2.236 -0.147
O 0.5570 1.0941 2.2517 1.740 -1.413 0.790 -0.010
H -0.2512 0.8543 1.7983 2.277 0.340 2.091 -0.068
H 0.2974 1.1956 3.1674 0.175 0.267 0.228 0.065
O -1.3554 0.5683 0.9625 -8.912 -6.267 1.442 0.096
H -1.6622 -0.0931 1.5827 -0.096 -0.680 0.650 0.185
H -2.1441 0.8424 0.4944 -0.582 0.389 -0.729 0.192
O -1.1778 2.5587 1.5888 -0.927 4.801 0.403 -0.039
H -1.8572 2.3363 2.2253 -0.191 0.300 0.174 0.050
H -1.0092 1.7404 1.1218 0.415 4.168 0.764 -0.133
O -0.1903 -1.8605 -0.9545 -8.203 -7.001 2.308 -0.025
H -0.9722 -2.1754 -0.5010 -0.563 -0.126 0.425 0.156
H 0.2417 -2.6550 -1.2681 0.228 -1.239 0.562 0.154
O 1.2898 1.0582 -2.0578 1.904 2.083 -3.223 -0.078
H 0.8284 0.4912 -1.4399 1.634 1.373 -1.134 -0.141
H 1.6489 1.7611 -1.5163 0.021 0.110 0.107 0.031



47
Properties=species:S:1:pos:R:3:forces:R:3:mulliken_spin:R:1 method="wB97M-V/def2-TZVPD" spin_multiplicity=2 gap_ha="0.306 / 0.237" charge=+2 total_energy_ha=-3260.114901 s2=0.75
C 1.5147 2.5990 4.5762 -0.060 0.080 -0.093 0.000
C 2.0019 2.7594 3.1736 0.800 0.284 -0.309 0.000
O 2.9756 3.3532 2.8254 -0.786 -0.398 0.171 0.000
O 1.2305 2.0691 2.1983 -0.043 0.011 0.156 0.000
C 0.2200 2.8285 1.6115 0.609 0.221 -0.289 0.000
C 0.3642 2.8710 0.1063 -0.331 -0.140 -0.196 0.000
C -0.9002 3.2457 -0.6782 0.159 -0.163 0.002 0.000
C -1.0159 2.4203 -1.9554 0.235 -0.041 0.320 0.000
C -1.4796 0.9812 -1.7000 -0.297 -0.071 -0.158 0.000
C -0.7095 -0.0710 -2.5303 -0.206 0.121 0.084 -0.001
C -0.1275 -1.2712 -1.8356 -0.323 -0.433 0.264 -0.003
C -0.7829 -2.2898 -1.1381 0.149 0.378 -0.142 0.009
C -2.2958 -2.2506 -0.9312 0.188 0.025 0.053 0.004
F -2.8810 -1.4844 -1.8565 -0.104 0.317 -0.198 0.000
F -2.8511 -3.4599 -1.0400 -0.082 -0.253 -0.089 0.000
C -2.7128 -1.6789 0.4842 0.335 0.245 -0.370 0.000
F -1.6120 -1.1930 1.1365 0.246 -0.063 0.158 0.000
F -3.2622 -2.5702 1.2376 -0.375 -0.544 0.484 0.000
F -3.5263 -0.6196 0.3786 -0.236 0.188 -0.098 0.000
C -0.0442 -3.3731 -0.5531 -0.583 0.287 -0.033 -0.005
Cl -0.8023 -4.5605 0.4127 -0.235 -0.238 0.207 -0.001
C 1.2997 -3.4887 -0.7134 0.609 -0.085 0.099 0.091
P 2.3130 -4.8109 -0.1263 0.119 0.068 -0.040 0.678
O 2.1089 -5.0544 1.4081 0.160 0.202 0.017 0.102
Cl 1.9850 -6.4372 -1.1407 -0.016 -0.341 -0.195 0.143
C 1.9939 -2.4881 -1.4232 -0.110 0.088 -0.068 -0.047
N 3.3019 -2.4449 -1.6465 0.323 -0.103 0.048 0.013
S 3.5635 -1.0910 -2.4626 0.447 -0.055 -0.083 0.004
N 2.0965 -0.5272 -2.5725 -0.081 0.345 -0.129 0.001
C 1.2844 -1.3912 -1.9528 -0.127 -0.149 0.039 0.020
H 1.5699 3.5631 5.0694 0.049 0.089 0.134 0.000
H 0.5063 2.2065 4.6277 -0.122 -0.048 -0.015 0.000
H 2.1833 1.9193 5.0970 0.101 -0.078 0.073 0.000
H 0.1722 3.8306 2.0344 -0.292 0.082 0.158 0.000
H -0.7936 2.3411 1.8548 1.246 1.412 0.805 0.000
H 0.6933 1.8769 -0.1980 0.148 -0.122 -0.036 0.000
H 1.1567 3.5702 -0.1402 0.241 -0.010 -0.007 0.000
H -0.8905 4.3014 -0.9254 -0.140 0.185 0.109 0.000
H -1.8099 3.0675 -0.0824 -0.163 0.179 0.121 0.000
H -1.6978 2.9003 -2.6478 -0.016 0.073 -0.177 0.000
H -0.0256 2.4005 -2.4039 0.059 0.096 -0.253 0.000
H -2.5265 0.9173 -1.9742 -0.217 -0.029 0.087 0.000
H -1.4749 0.7424 -0.6181 0.430 -0.046 -0.182 0.000
H -1.3506 -0.4074 -3.3380 -0.083 -0.156 -0.124 0.000
H 0.1268 0.4255 -3.0040 0.087 0.071 -0.084 0.000
H 2.8501 -5.4854 1.8647 -0.062 -0.147 0.194 -0.009
Ag -1.9398 1.2587 1.4914 -1.652 -1.336 -0.414 0.000



79
Properties=species:S:1:pos:R:3:forces:R:3:mulliken_spin:R:1 method="wB97M-V/def2-TZVPD" spin_multiplicity=3 gap_ha="0.246 / 0.258" charge=-1 total_energy_ha=-3194.399420 s2=2.01
Pd -0.7766 0.9042 -0.5697 0.568 0.053 0.640 1.008
C 0.7023 -0.5374 -3.2354 -0.185 0.081 -0.172 0.021
Si 1.8676 -0.7682 -1.7953 0.066 -0.027 0.377 0.001
C 3.6102 -0.5292 -2.4618 0.136 -0.028 -0.060 0.008
C 1.7046 -2.5354 -1.2161 -0.043 -0.139 0.076 -0.001
N 1.5252 0.2284 -0.4407 -0.311 0.468 -0.531 0.117
P 1.7468 1.8020 -0.1927 0.152 0.140 0.057 -0.165
C 0.4447 2.5768 0.6021 0.108 -0.329 0.182 0.508
P -0.0768 1.7306 2.0075 0.006 0.047 -0.144 0.027
N -0.7640 0.3316 1.6102 -0.378 0.235 -0.208 0.193
Si -2.1253 -0.5335 2.2136 0.294 0.103 0.113 0.007
C -1.8808 -0.8465 4.0507 -0.030 -0.017 0.161 0.018
C -3.7383 0.3814 2.0347 -0.178 0.076 -0.081 -0.005
C -2.2079 -2.1925 1.3641 0.056 -0.105 -0.205 0.000
C 1.2257 1.3925 3.2388 0.051 -0.021 -0.023 0.021
C 1.9104 2.4241 3.8793 0.004 0.032 -0.026 0.011
C 2.9450 2.1428 4.7572 -0.010 -0.023 -0.026 0.011
C 3.3013 0.8226 5.0079 0.018 0.008 -0.006 0.004
C 2.6302 -0.2091 4.3696 -0.016 0.007 -0.050 0.001
C 1.6009 0.0749 3.4796 0.009 0.025 0.025 0.017
C -1.2311 2.8111 2.9206 -0.025 -0.011 0.007 0.002
C -2.0727 3.6518 2.1931 0.046 -0.005 -0.046 -0.005
C -3.0545 4.3876 2.8376 -0.014 0.005 0.020 -0.005
C -3.2021 4.3024 4.2172 0.026 -0.011 -0.028 0.003
C -2.3612 3.4782 4.9506 0.020 -0.002 -0.049 -0.001
C -1.3824 2.7345 4.3024 -0.052 0.009 0.022 -0.004
C 3.3240 2.1024 0.6861 0.021 -0.012 -0.032 0.009
C 3.7095 3.4066 1.0008 -0.025 -0.003 -0.034 0.022
C 4.8960 3.6467 1.6736 -0.020 -0.046 0.010 0.007
C 5.7065 2.5812 2.0528 -0.006 0.018 0.015 0.003
C 5.3243 1.2823 1.7576 -0.066 0.001 -0.013 0.003
C 4.1363 1.0452 1.0719 0.001 -0.031 0.054 0.007
C 2.0355 2.7118 -1.7659 0.013 0.005 0.017 0.008
C 3.3149 2.9189 -2.2764 0.018 -0.077 -0.033 -0.007
C 3.5021 3.5375 -3.5066 -0.026 -0.014 0.002 0.002
C 2.4075 3.9550 -4.2494 -0.031 -0.021 0.051 0.001
C 1.1262 3.7602 -3.7478 0.051 0.006 -0.006 0.007
C 0.9446 3.1523 -2.5148 -0.132 0.034 0.056 0.021
H 0.8846 -1.3216 -3.9777 -0.002 0.027 -0.029 0.002
H 0.8622 0.4286 -3.7225 -0.021 0.006 0.001 -0.002
H -0.3544 -0.6041 -2.9481 0.092 -0.027 0.006 -0.009
H 3.9517 -1.4439 -2.9559 0.012 0.027 -0.029 0.000
H 4.3248 -0.2907 -1.6693 -0.016 -0.023 0.004 -0.001
H 3.6400 0.2814 -3.1926 0.029 0.011 -0.003 0.000
H 1.9086 -3.2496 -2.0185 -0.009 -0.002 0.006 0.000
H 0.6891 -2.7102 -0.8507 0.019 -0.017 0.006 0.001
H 2.3935 -2.7362 -0.3914 -0.004 -0.009 -0.002 0.000
H -1.6888 0.0883 4.5827 -0.030 -0.071 0.015 -0.004
H -1.0388 -1.5187 4.2329 0.004 0.006 0.007 0.000
H -2.7776 -1.2980 4.4870 0.019 -0.022 0.000 0.000
H -3.7959 1.2140 2.7410 -0.004 0.016 -0.007 0.000
H -4.5708 -0.2999 2.2352 -0.021 0.031 0.025 -0.001
H -3.8647 0.7850 1.0274 -0.007 -0.009 0.040 0.001
H -1.6839 -2.9504 1.9520 0.024 -0.007 -0.027 -0.001
H -1.7340 -2.1271 0.3824 -0.028 -0.028 -0.003 0.001
H -3.2326 -2.5307 1.1983 -0.015 0.009 0.048 0.000
H 1.6339 3.4540 3.6807 -0.006 -0.001 -0.007 -0.005
H 3.4786 2.9512 5.2417 0.001 0.005 0.002 0.000
H 4.1109 0.6016 5.6930 -0.001 0.001 0.005 0.000
H 2.9143 -1.2379 4.5545 -0.001 -0.006 0.001 0.000
H 1.0816 -0.7148 2.9504 0.008 0.000 0.001 0.001
H -1.9468 3.7171 1.1178 0.022 -0.023 0.048 0.001
H -3.7107 5.0272 2.2606 -0.001 0.006 -0.002 0.000
H -3.9693 4.8788 4.7196 -0.008 0.004 -0.006 0.000
H -2.4673 3.4098 6.0262 0.001 -0.004 0.008 0.000
H -0.7352 2.0863 4.8809 0.021 0.029 0.000 0.000
H 3.0676 4.2316 0.7121 -0.005 -0.003 -0.001 -0.011
H 5.1881 4.6625 1.9109 0.001 0.005 -0.001 0.000
H 6.6303 2.7671 2.5875 0.004 -0.002 -0.004 0.000
H 5.9458 0.4508 2.0664 -0.001 -0.011 -0.007 0.000
H 3.8172 0.0345 0.8432 0.006 0.000 0.007 0.002
H 4.1802 2.5859 -1.7161 -0.001 0.007 0.017 0.001
H 4.5058 3.6876 -3.8852 0.007 -0.001 0.002 0.000
H 2.5505 4.4340 -5.2102 0.002 0.001 -0.005 0.000
H 0.2625 4.0871 -4.3133 -0.003 0.002 -0.005 0.000
H -0.0630 3.0371 -2.1233 0.091 -0.022 0.019 0.005
S -2.8259 2.0789 -1.3359 0.018 -0.530 0.020 0.119
C -2.9370 0.4048 -1.5640 -0.252 0.255 -0.286 -0.033
N -2.9652 -0.7475 -1.7323 -0.069 -0.063 0.020 0.055



8
Properties=species:S:1:pos:R:3:forces:R:3:lowdin_charge:R:1 method="wB97M-V/def2-TZVPD" spin_multiplicity=1 gap_ha=0.323 de_lowest_kcal_mol=45.9 total_energy_ha=-1367.690349
N 0.6780 0.2930 -0.9203 5.282 -2.519 -0.715 -0.591
N -0.2494 -0.3378 -0.2257 -1.513 -0.557 1.636 -1.092
S 0.1014 -0.9164 1.4097 -0.011 0.238 -0.510 0.656
S -1.8359 0.2988 -0.4931 0.256 -0.083 -0.077 0.691
Cl 1.1780 1.9013 -0.2731 0.026 0.109 0.439 0.390
H 1.9243 -0.5532 -0.6627 -4.080 2.865 -0.832 0.248
H -0.1444 -2.1985 1.0949 0.034 0.033 0.039 -0.145
H -1.6520 1.5129 0.0703 0.006 -0.086 0.021 -0.157



11
Properties=species:S:1:pos:R:3:forces:R:3:lowdin_charge:R:1 method="wB97M-V/def2-TZVPD" spin_multiplicity=1 gap_ha=0.386 de_lowest_kcal_mol=69.2 total_energy_ha=-322.464021
C -0.3043 1.5429 -0.9376 -0.418 0.606 0.134 -0.125
N 0.9116 0.8695 -0.6163 -0.388 0.521 -0.198 -0.015
C 0.9182 -0.2021 0.0515 -0.273 0.732 -1.610 -0.196
O -0.2522 -0.5966 0.7196 0.329 -0.096 -0.230 0.013
C -0.3557 -1.7280 1.4687 0.399 -0.325 -0.067 -0.320
O 0.4637 -2.5904 1.5618 -0.215 0.361 -0.068 0.099
H -0.0839 2.1607 -1.8081 -0.295 0.168 0.156 0.075
H -0.6345 2.1519 -0.1036 -0.336 0.312 0.034 0.082
H -1.0897 0.8158 -1.1903 0.090 0.239 0.143 0.087
H 1.6177 -0.6357 -0.6651 0.863 -2.599 1.895 0.152
H -1.3356 -1.7274 1.9790 0.245 0.082 -0.188 0.148



20
Properties=species:S:1:pos:R:3:forces:R:3:lowdin_charge:R:1 method="wB97M-V/def2-TZVPD" spin_multiplicity=1 gap_ha=0.368 smiles=CNCC[C@H](C)O de_lowest_kcal_mol=61.6 total_energy_ha=-328.220618
C -0.3944 0.2728 -0.4747 -1.345 -0.482 -0.712 -0.138
C -1.4969 -0.7110 0.0458 1.028 1.618 1.020 -0.443
C -1.8912 -1.6948 -1.0138 0.681 -1.646 -1.554 -0.083
O -2.6713 -0.0207 0.5637 1.087 -0.608 -0.477 -0.055
C 0.9961 -0.1182 0.0014 0.364 1.766 -0.420 -0.282
N 1.5685 0.4640 1.1724 1.121 3.442 1.184 -0.105
C 2.3146 1.7900 0.9666 0.631 -0.830 1.098 -0.113
H -0.7787 1.2600 -0.1348 0.823 -0.279 -0.662 0.127
H -0.3411 0.0951 -1.5990 -0.302 1.067 1.175 0.121
H -0.9387 -1.0476 0.9530 -1.226 -0.898 -0.530 0.146
H -1.0172 -2.2583 -1.4099 0.107 0.658 0.322 0.079
H -2.4084 -2.5543 -0.5615 -0.849 0.623 -0.458 0.080
H -2.3132 -1.2699 -2.0335 0.219 -0.528 2.460 0.129
H -3.1339 0.2008 -0.2420 -0.629 0.350 -0.143 0.068
H 1.0495 -1.1376 0.2349 -0.074 -1.880 -0.532 0.104
H 1.6538 0.2018 -0.7761 0.656 -0.631 -1.301 0.094
H 2.3690 -0.0350 1.4470 0.518 -1.821 0.532 0.064
H 1.5962 2.5134 0.8451 -1.832 1.918 -0.310 0.019
H 2.9949 1.9507 0.0740 -0.406 -0.998 0.818 0.087
H 2.8423 2.0987 1.9413 -0.572 -0.840 -1.511 0.100